A structure of composition C46H32BrInN8O2S. Source: the Open Molecules 2025 dataset; level of theory: ωB97M-V with the def2-TZVPD basis set.

XYZ file:
```
91
Properties=species:S:1:pos:R:3:lowdin_charge:R:1
In 0.307 0.430 1.801 0.9444
C 4.865 -0.052 2.720 -0.0660
C 3.510 0.172 2.905 -0.0878
N 2.610 -0.299 2.040 0.0885
C 3.049 -1.062 1.023 -0.1527
C 4.415 -1.196 0.807 -0.0289
N 5.314 -0.686 1.641 0.1298
C 2.014 -1.820 0.268 -0.1933
C 2.245 -2.901 -0.559 0.0715
C 1.143 -3.606 -1.058 -0.1060
C -0.143 -3.204 -0.695 0.0885
C -0.291 -2.130 0.168 -0.1745
N 0.784 -1.467 0.591 0.0724
C -1.548 -1.653 0.833 -0.2531
C -2.770 -1.783 0.254 -0.0923
N -3.951 -1.187 0.645 0.0848
C -4.224 -0.396 1.608 -0.0990
C -3.319 0.180 2.696 -0.1406
N -1.243 -1.062 2.010 0.0092
C 1.341 -4.804 -1.911 -0.1816
C 2.340 -5.724 -1.622 -0.0074
C 2.468 -6.843 -2.434 -0.1122
N 1.695 -7.067 -3.494 0.0831
C 0.740 -6.180 -3.768 -0.1149
C 0.517 -5.044 -3.004 -0.0142
H 5.599 0.289 3.441 0.1287
H 3.138 0.709 3.769 0.1262
H 4.796 -1.731 -0.055 0.1301
H 3.247 -3.224 -0.809 0.1283
H -1.004 -3.771 -1.029 0.1365
H -2.857 -2.380 -0.647 0.1100
H -5.266 -0.084 1.700 0.1252
H -3.952 0.354 3.568 0.1559
H 2.988 -5.599 -0.763 0.1170
H 3.223 -7.591 -2.223 0.1170
H 0.126 -6.390 -4.638 0.1158
H -0.267 -4.346 -3.271 0.1103
Br -4.174 -3.820 5.317 0.8290
C -3.184 -2.311 4.779 -0.6647
C -2.718 -1.407 5.823 -0.0367
C -1.880 -0.390 5.555 0.0286
C -1.405 -0.186 4.211 -0.2759
O -0.423 0.535 3.977 0.0226
C -2.165 -0.855 3.067 -0.3458
C -2.813 1.512 2.220 -0.0180
N -1.704 1.720 1.635 0.0827
C -1.389 3.022 1.183 -0.2079
C -2.285 3.810 0.514 0.0092
C -1.933 5.105 0.082 -0.0327
C -0.700 5.606 0.369 -0.0002
C 0.259 4.801 1.030 -0.1271
C 1.555 5.272 1.328 0.0386
C 2.458 4.442 1.927 -0.0072
C 2.080 3.125 2.202 -0.0763
N 0.875 2.641 1.957 0.0672
C -0.065 3.478 1.397 -0.1406
C -2.890 -2.100 3.503 -0.0340
H -3.014 -1.609 6.845 0.1199
H -1.458 0.219 6.345 0.1351
H -3.496 2.352 2.375 0.1559
H -3.275 3.425 0.299 0.1297
H -2.654 5.697 -0.467 0.1242
H -0.431 6.619 0.092 0.1303
H 1.819 6.294 1.081 0.1373
H 3.457 4.773 2.170 0.1240
H 2.795 2.451 2.645 0.0886
H -3.210 -2.782 2.725 0.1264
O 0.424 1.195 -0.366 -0.5372
S -0.567 0.771 -1.461 1.0877
C 0.437 -0.076 -2.673 -0.3719
C 1.816 -0.063 -2.558 -0.0799
C 2.572 -0.736 -3.512 -0.0541
C 1.944 -1.409 -4.552 -0.0490
C 0.556 -1.414 -4.649 -0.0565
C -0.208 -0.751 -3.702 -0.0684
C -0.917 2.257 -2.373 -0.3850
C -2.218 2.438 -2.820 -0.0807
C -2.515 3.568 -3.573 -0.0539
C -1.517 4.492 -3.854 -0.0488
C -0.219 4.298 -3.386 -0.0499
C 0.091 3.173 -2.640 -0.0582
H 2.288 0.471 -1.742 0.1079
H 3.653 -0.727 -3.443 0.1155
H 2.538 -1.928 -5.295 0.1187
H 0.070 -1.934 -5.465 0.1192
H -1.293 -0.746 -3.771 0.1219
H -2.986 1.707 -2.585 0.1177
H -3.522 3.724 -3.941 0.1180
H -1.750 5.368 -4.448 0.1182
H 0.555 5.020 -3.617 0.1175
H 1.096 3.006 -2.269 0.1204
```

The gap between HOMO and LUMO comes out at 0.246 Ha. Its net charge is +2. The calculation puts the HOMO energy at -12.656 eV. For the LUMO energy, the calculation gives -0.21896 Eh. The value obtained for the electronic energy is -150275.717 eV. Its energy above the lowest of the compared OMol25 structures with the same formula, charge and spin is 2.470 eV.



A structure of composition C46H33Cl4N4O2P2TeV in a non-equilibrium geometry. Source: the Open Molecules 2025 dataset; level of theory: ωB97M-V with the def2-TZVPD basis set.

XYZ file:
```
93
Properties=species:S:1:pos:R:3:lowdin_charge:R:1
V -0.080 0.338 -0.436 0.6422
Te 2.379 -1.582 2.114 1.3592
C 4.192 -1.123 3.154 -0.5036
C 4.348 0.096 3.800 -0.1367
C 5.525 0.339 4.489 -0.1465
N 6.512 -0.534 4.560 0.0625
C 6.363 -1.695 3.951 -0.1508
C 5.226 -2.045 3.240 -0.1249
C 1.950 0.533 1.809 -0.8004
P 0.162 0.538 1.859 0.8111
C -0.285 -0.265 3.423 -0.4013
C 0.463 0.092 4.545 -0.1218
C 0.204 -0.515 5.757 -0.0612
C -0.802 -1.465 5.856 -0.0624
C -1.551 -1.806 4.742 -0.0575
C -1.292 -1.215 3.515 -0.0846
C -0.445 2.238 2.093 -0.3330
C -1.676 2.549 1.516 -0.1064
C -2.248 3.791 1.729 -0.0582
C -1.597 4.724 2.522 -0.0575
C -0.384 4.409 3.114 -0.0557
C 0.192 3.168 2.910 -0.0898
P 2.329 0.788 0.055 0.8776
C 2.804 2.530 -0.247 -0.3603
C 3.286 2.756 -1.537 -0.1190
C 3.691 4.015 -1.927 -0.0714
C 3.617 5.067 -1.026 -0.0704
C 3.164 4.845 0.265 -0.0622
C 2.755 3.580 0.659 -0.0716
C 4.029 0.103 -0.066 -0.4022
C 5.042 0.699 0.679 -0.0900
C 6.324 0.180 0.637 -0.0599
C 6.607 -0.918 -0.158 -0.0665
C 5.602 -1.509 -0.905 -0.0710
C 4.315 -1.004 -0.857 -0.1175
H 3.566 0.841 3.758 0.0683
H 5.685 1.274 5.012 0.1076
H 7.198 -2.378 4.035 0.1079
H 5.150 -3.008 2.761 0.0942
H 1.244 0.836 4.465 0.0882
H 0.785 -0.240 6.623 0.1108
H -1.002 -1.932 6.807 0.1086
H -2.346 -2.531 4.823 0.1109
H -1.885 -1.464 2.646 0.0813
H -2.208 1.784 0.954 0.0887
H -3.210 4.023 1.297 0.1136
H -2.044 5.690 2.697 0.1113
H 0.101 5.129 3.756 0.1124
H 1.120 2.906 3.400 0.1000
H 3.367 1.916 -2.220 0.1036
H 4.079 4.168 -2.924 0.1093
H 3.932 6.057 -1.326 0.1083
H 3.142 5.662 0.972 0.1092
H 2.416 3.401 1.669 0.0813
H 4.821 1.564 1.290 0.1138
H 7.104 0.633 1.230 0.1153
H 7.610 -1.312 -0.203 0.1096
H 5.814 -2.368 -1.525 0.1056
H 3.525 -1.475 -1.430 0.0758
N 1.323 -0.128 -3.160 0.1567
C 0.840 1.152 -3.000 -0.3508
C 0.938 2.056 -4.072 0.0149
C 0.480 3.343 -3.910 -0.0116
C -0.067 3.729 -2.684 -0.0056
C -0.088 2.801 -1.672 -0.0771
N 0.350 1.546 -1.826 -0.0809
C 1.186 -1.288 -2.423 -0.3021
C 1.674 -2.482 -2.984 0.0080
C 1.557 -3.666 -2.289 -0.0133
C 0.933 -3.655 -1.041 -0.0224
C 0.489 -2.449 -0.547 -0.1492
N 0.624 -1.288 -1.205 -0.0394
H 1.723 -0.288 -4.078 0.1588
H 1.375 1.737 -5.005 0.1279
H 0.547 4.048 -4.722 0.1252
H -0.451 4.725 -2.528 0.1239
H -0.466 3.048 -0.681 0.1205
H 2.148 -2.459 -3.954 0.1268
H 1.927 -4.587 -2.711 0.1252
H 0.812 -4.557 -0.464 0.1233
H -0.024 -2.382 0.410 0.1056
Cl -7.171 -0.638 -1.906 0.7155
C -5.504 -0.539 -1.510 -0.6905
C -4.564 -0.424 -2.567 -0.7120
Cl -5.090 -0.386 -4.199 0.6977
C -3.232 -0.329 -2.248 -0.5814
Cl -1.972 -0.150 -3.412 0.8133
C -2.792 -0.349 -0.916 -0.3037
O -1.568 -0.139 -0.642 -0.1963
C -3.727 -0.476 0.202 -0.4049
O -3.293 -0.453 1.356 -0.0068
C -5.108 -0.569 -0.192 -0.6102
Cl -6.260 -0.685 1.070 0.7404
```

The gap between HOMO and LUMO (alpha / beta) comes out at 0.186 / 0.179 Ha. Its net charge is +1. The calculation puts the HOMO energy (alpha / beta) at -9.516 / -9.494 eV. For the LUMO energy (alpha / beta), the calculation gives -0.16407 / -0.16947 Eh. The value obtained for the electronic energy is -159932.694 eV. Its spin multiplicity is 2.



Q: What is the net charge in the second record?
A: +1